1.
{"formula": "C5H7NO2", "method": "ωB97M-V/def2-TZVPD", "symbols": ["C", "C", "H", "C", "H", "C", "C", "H", "N", "H", "H", "H", "H", "O", "O"], "coordinates": [[-1.353, -0.063, 0.905], [0.455, 0.968, 0.221], [2.310, -0.928, -1.138], [-0.075, -0.964, 0.496], [1.116, 1.768, -0.103], [-0.947, 1.281, 0.684], [0.200, -0.366, -0.939], [-0.994, 2.020, 1.629], [1.519, -0.470, -1.755], [1.694, -1.052, -2.806], [-0.877, -0.557, -1.528], [-0.215, -2.098, 1.078], [-1.591, -0.212, 2.024], [-2.058, 0.731, 0.036], [0.817, -0.059, 1.196]], "e_homo_ha": -0.33583, "lumo_ev": 0.990, "relative_energy_ev": 7.4525, "gap_ev": 10.13, "fmax_ha_per_bohr": 0.098}


2.
{"formula": "C5H7NO2", "method": "ωB97M-V/def2-TZVPD", "symbols": ["C", "O", "H", "C", "H", "H", "O", "N", "C", "H", "H", "C", "C", "H", "H"], "coordinates": [[-0.877, 1.658, -0.038], [1.980, -1.904, -0.610], [-2.308, -0.550, -0.585], [2.139, -0.914, 0.052], [-2.028, -2.164, -0.031], [-1.460, 1.605, -0.960], [2.115, 1.489, -0.232], [-1.719, -1.211, -0.104], [1.378, 0.530, -0.108], [0.031, -1.647, 0.813], [3.043, -0.784, 0.685], [-0.481, -0.853, 0.282], [-0.006, 0.445, 0.145], [-1.576, 1.769, 0.793], [-0.232, 2.532, -0.100]], "smiles": "C/C(=C\\N)C(=O)C=O", "e_homo_ha": -0.31199, "lumo_ev": 0.303, "relative_energy_ev": 1.6247, "gap_ev": 8.79, "fmax_ha_per_bohr": 0.063}


3.
{"formula": "C5H7NO2", "method": "ωB97M-V/def2-TZVPD", "symbols": ["H", "C", "H", "C", "C", "H", "H", "H", "O", "H", "H", "O", "C", "N", "C"], "coordinates": [[-2.639, -1.949, -0.415], [-1.596, 1.034, 0.228], [2.354, 0.064, 1.358], [-2.206, -0.995, -0.252], [0.784, 0.930, -0.628], [1.128, 1.633, 0.150], [1.151, -1.304, 1.043], [-1.928, 1.936, 0.694], [-1.059, -0.781, -0.895], [2.783, -1.413, 0.458], [0.703, 1.202, -1.700], [1.653, -0.142, -0.625], [-0.613, 0.450, -0.459], [-2.564, 0.017, 0.431], [2.050, -0.682, 0.610]], "smiles": "COCc1cnco1", "e_homo_ha": -0.34039, "lumo_ev": 0.910, "relative_energy_ev": 2.3281, "gap_ev": 10.17, "fmax_ha_per_bohr": 0.073}


4.
{"formula": "C5H7NO2", "method": "ωB97M-V/def2-TZVPD", "symbols": ["C", "N", "C", "H", "H", "H", "O", "C", "H", "C", "H", "H", "C", "O", "H"], "coordinates": [[0.012, 0.678, 0.079], [-0.580, -1.047, -1.431], [0.318, 1.029, -1.296], [0.588, 1.994, -1.665], [0.242, 0.015, -3.216], [-0.644, -1.979, -1.851], [-0.758, -1.535, 0.751], [0.380, 0.591, 2.356], [-0.482, 1.308, 2.657], [0.112, 0.036, -2.083], [-0.890, 1.310, 0.355], [1.099, 0.551, 3.228], [-0.448, -0.789, -0.113], [0.989, 0.953, 1.068], [0.040, -0.478, 2.305]], "smiles": "CO[C@H]1C=CNC1=O", "e_homo_ha": -0.33819, "lumo_ev": 0.886, "relative_energy_ev": 1.7572, "gap_ev": 10.09, "fmax_ha_per_bohr": 0.095}


5.
{"formula": "C5H7NO2", "method": "ωB97M-V/def2-TZVPD", "symbols": ["O", "C", "C", "H", "H", "O", "C", "H", "C", "H", "N", "C", "H", "H", "H"], "coordinates": [[-1.649, 1.354, -0.517], [0.231, 0.992, 0.144], [-1.127, 0.571, 0.353], [0.372, 1.539, -0.839], [2.547, -1.108, -1.150], [-2.383, -1.527, -0.242], [-1.357, -0.968, 0.166], [0.636, 1.565, 1.147], [0.103, -1.474, 0.093], [0.489, -2.522, -0.134], [2.335, -0.329, -0.199], [1.008, -0.381, 0.015], [-1.301, 0.440, 1.533], [2.830, 0.574, -0.062], [-2.735, 1.272, -0.308]], "smiles": "NC1=CC(=O)[C@H](O)C1", "e_homo_ha": -0.31056, "lumo_ev": 0.439, "relative_energy_ev": 4.3755, "gap_ev": 8.89, "fmax_ha_per_bohr": 0.218}


6.
{"formula": "C5H7NO2", "method": "ωB97M-V/def2-TZVPD", "symbols": ["C", "C", "O", "C", "C", "H", "H", "N", "H", "H", "H", "O", "H", "C", "H"], "coordinates": [[0.280, 0.159, -0.290], [-0.504, 2.741, 1.477], [-0.188, -0.752, -1.517], [0.812, -1.047, 0.520], [-0.201, -2.092, -1.228], [1.846, -0.970, 0.212], [-0.378, -2.975, -2.273], [0.262, 2.078, 0.567], [0.079, 3.612, 1.905], [-1.509, 2.603, 1.568], [0.989, -0.533, 1.675], [-0.579, 0.953, 0.191], [1.143, 0.541, -0.653], [0.034, -2.315, 0.099], [-0.393, -3.111, 0.738]], "e_homo_ha": -0.29556, "lumo_ev": 0.202, "relative_energy_ev": 7.3118, "gap_ev": 8.24, "fmax_ha_per_bohr": 0.186}


7.
{"formula": "C5H7NO2", "method": "ωB97M-V/def2-TZVPD", "symbols": ["N", "C", "C", "H", "C", "H", "H", "O", "O", "H", "H", "C", "H", "C", "H"], "coordinates": [[-0.186, -1.389, -0.008], [-1.430, 2.516, 0.877], [1.530, -1.984, -1.290], [-0.995, 3.486, 1.161], [0.377, -2.436, -0.744], [-0.865, 2.319, -0.110], [-0.173, 1.280, 1.817], [2.420, 0.352, -1.220], [-1.172, 1.524, 1.881], [-1.177, -1.638, 0.276], [-2.566, 2.701, 0.899], [0.444, -0.256, 0.129], [0.088, -3.487, -0.813], [1.588, -0.495, -0.899], [2.117, -2.493, -1.955]], "e_homo_ha": -0.33561, "lumo_ev": -1.421, "relative_energy_ev": 4.5804, "gap_ev": 7.71, "fmax_ha_per_bohr": 0.083}


8.
{"formula": "C5H7NO2", "method": "ωB97M-V/def2-TZVPD", "symbols": ["C", "H", "C", "H", "N", "C", "H", "C", "O", "H", "H", "C", "H", "H", "O"], "coordinates": [[-0.467, -0.923, -0.076], [1.229, 2.283, -0.861], [1.933, -0.813, 0.392], [0.111, -2.783, 0.861], [1.391, 0.284, -0.151], [2.037, 1.512, -0.598], [2.548, 2.053, 0.182], [0.277, -1.832, 0.481], [3.050, -1.120, 0.680], [-1.995, 0.106, -0.775], [-2.055, -1.416, -1.459], [-1.892, -0.936, -0.447], [-2.597, -1.556, 0.135], [2.762, 1.150, -1.371], [-0.012, 0.328, -0.350]], "e_homo_ha": -0.33717, "lumo_ev": 0.832, "relative_energy_ev": 4.1405, "gap_ev": 10.01, "fmax_ha_per_bohr": 0.120}


9.
{"formula": "C5H7NO2", "method": "ωB97M-V/def2-TZVPD", "symbols": ["C", "H", "O", "O", "H", "H", "C", "C", "H", "N", "C", "H", "H", "H", "C"], "coordinates": [[-2.395, 0.044, -0.912], [1.936, -1.704, 0.197], [2.619, 1.432, -0.089], [0.015, -1.027, 0.930], [3.316, -1.045, -0.734], [-1.585, 0.106, -1.726], [-1.575, 0.634, 0.259], [2.166, 0.382, 0.045], [-2.382, -1.011, -0.617], [-1.849, 1.592, 0.978], [-0.120, 0.007, 0.359], [3.383, -0.985, 1.055], [-3.445, 0.462, -1.167], [-2.832, 2.048, 1.189], [2.748, -0.936, 0.234]], "e_homo_ha": [-0.27358, -0.27352], "lumo_ev": [0.455, 0.453], "relative_energy_ev": 4.4961, "gap_ev": [7.90, 7.90], "fmax_ha_per_bohr": 0.083}


10.
{"formula": "C5H7NO3", "method": "ωB97M-V/def2-TZVPD", "symbols": ["O", "C", "C", "H", "H", "H", "H", "O", "O", "C", "H", "H", "H", "C", "N", "C"], "coordinates": [[0.726, -2.373, -0.527], [-0.773, -0.535, -0.897], [0.588, -1.182, -0.737], [-0.422, 0.401, 2.224], [2.858, 1.471, -0.969], [1.051, 1.690, -1.340], [-1.998, -0.406, 2.184], [-1.932, 1.222, 0.213], [-1.226, -0.186, -1.978], [1.619, -0.132, -0.381], [2.474, -0.634, 0.071], [-0.511, -1.332, 1.797], [-2.148, 1.255, -0.743], [1.853, 1.063, -0.966], [-1.149, 0.043, 0.334], [-1.011, -0.366, 1.715]], "smiles": "C=CC(=O)C(=O)N(C)O", "e_homo_ha": -0.33953, "lumo_ev": -0.358, "relative_energy_ev": 4.5814, "gap_ev": 8.88, "fmax_ha_per_bohr": 0.055}


11.
{"formula": "C5H7NO3", "method": "ωB97M-V/def2-TZVPD", "symbols": ["H", "O", "N", "C", "C", "H", "H", "H", "C", "H", "H", "C", "O", "H", "O", "C"], "coordinates": [[-1.347, 2.195, 0.759], [0.522, 0.051, 0.538], [-0.111, -0.084, -2.956], [-0.758, 0.666, -0.576], [-0.434, 0.271, -1.908], [2.516, -0.351, 0.894], [1.859, -1.033, -0.630], [-1.223, 2.666, -1.038], [-0.429, -1.246, 0.816], [2.159, 0.723, -0.484], [-1.153, -1.898, 2.430], [-1.123, 1.922, -0.261], [-0.908, -1.033, 2.065], [-1.311, -0.377, -0.032], [-0.113, -2.297, 0.338], [1.855, -0.178, 0.046]], "e_homo_ha": -0.31861, "lumo_ev": -0.517, "relative_energy_ev": 6.3905, "gap_ev": 8.15, "fmax_ha_per_bohr": 0.059}


12.
{"formula": "C5H7NO3", "method": "ωB97M-V/def2-TZVPD", "symbols": ["H", "H", "H", "C", "C", "O", "H", "H", "O", "H", "C", "C", "C", "H", "O", "N"], "coordinates": [[3.221, -0.795, 0.076], [-2.931, -1.347, -0.128], [-0.200, 1.629, 0.541], [-1.910, -0.630, 0.033], [0.168, 0.169, -0.664], [2.362, -0.716, -0.570], [-2.359, 1.334, 0.679], [0.202, 0.374, -1.968], [-1.018, -0.947, 1.022], [-0.344, -2.114, -0.398], [-2.006, 0.876, -0.265], [1.516, 0.192, 0.026], [-0.609, -1.031, -0.299], [-2.343, 1.203, -1.222], [1.858, 0.835, 0.899], [-0.545, 1.272, -0.196]], "smiles": "O=C(O)[C@@H]1NC[C@@H]2O[C@@H]21", "e_homo_ha": -0.33522, "lumo_ev": 0.742, "relative_energy_ev": 4.6852, "gap_ev": 9.86, "fmax_ha_per_bohr": 0.170}